Entry 1:
Density functional theory data (ωB97M-V/def2-TZVPD) for a structure of composition C43H42BN2O3PS2Ti in a non-equilibrium geometry.

```
95
Properties=species:S:1:pos:R:3:forces:R:3
Ti 0.379 -1.748 -0.248 0.5 -0.4 -0.5
S 0.552 -3.882 1.015 -0.2 -0.5 -0.2
C 0.375 -4.787 -0.465 -0.4 0.3 0.5
C 1.091 -5.960 -0.627 0.2 -0.7 -0.5
C 0.992 -6.745 -1.784 -1.4 1.8 -0.2
C 1.743 -7.912 -1.890 1.2 -1.9 -0.2
N 2.380 -8.879 -1.940 -0.4 0.6 0.0
C 0.105 -6.318 -2.821 0.6 0.7 1.9
C -0.633 -5.140 -2.636 0.3 -0.6 -0.4
C -0.520 -4.363 -1.499 -0.1 0.2 0.4
S -1.491 -2.913 -1.347 -0.4 -0.3 -0.2
C -0.032 -7.053 -3.993 -0.3 -1.1 -1.9
N -0.161 -7.650 -4.978 0.1 0.3 0.6
H 1.756 -6.281 0.167 -0.1 0.0 0.0
H -1.317 -4.820 -3.410 0.0 0.0 -0.1
C -1.481 -0.261 -4.128 -0.1 -0.1 0.1
C -1.369 1.223 -3.977 0.4 -0.1 0.3
C -2.061 2.082 -4.815 -0.1 0.4 -0.2
C -1.948 3.463 -4.694 0.2 -0.1 0.2
C -1.120 3.989 -3.708 -0.3 0.3 -0.4
C -0.429 3.145 -2.865 0.3 -0.5 0.0
C -0.517 1.756 -2.990 -0.7 0.3 0.3
P 0.325 0.625 -1.792 0.5 -0.2 -0.1
C 0.987 1.859 -0.605 0.3 0.4 0.5
C 2.352 2.172 -0.531 -0.6 -0.2 -0.4
C 2.846 3.053 0.406 0.0 0.4 0.4
C 1.989 3.635 1.334 -0.1 -0.2 -0.3
C 0.631 3.326 1.280 0.4 0.3 0.3
C 0.115 2.470 0.327 0.1 -0.3 -0.6
C -1.362 2.255 0.210 0.0 0.0 0.1
C 1.808 0.294 -2.806 0.1 -0.1 -0.1
C 2.399 1.269 -3.592 0.1 -0.1 -0.1
C 3.621 1.043 -4.207 0.1 0.2 -0.2
C 4.254 -0.184 -4.027 0.1 0.2 0.0
C 3.656 -1.173 -3.280 0.2 -0.1 0.1
C 2.394 -0.992 -2.680 -0.1 0.3 -0.3
C 1.677 -2.037 -2.013 0.6 -0.6 -0.5
H -2.269 -0.538 -4.827 0.0 0.0 0.0
H -1.689 -0.728 -3.159 0.1 -0.1 -0.1
H -0.538 -0.677 -4.487 0.0 -0.1 0.0
H -2.702 1.663 -5.583 0.0 0.0 0.0
H -2.492 4.122 -5.359 0.0 0.0 0.0
H -1.009 5.061 -3.597 0.0 0.0 0.0
H 0.217 3.560 -2.102 0.0 0.1 0.0
H 3.024 1.726 -1.249 0.1 0.0 0.0
H 3.902 3.293 0.411 0.1 0.0 0.0
H 2.361 4.337 2.069 0.0 0.0 0.1
H -0.042 3.785 1.995 -0.1 0.0 0.0
H -1.877 2.507 1.136 0.0 0.0 0.0
H -1.565 1.214 -0.048 -0.1 0.0 0.1
H -1.768 2.867 -0.597 -0.1 0.1 0.0
H 1.918 2.233 -3.702 0.0 0.1 0.0
H 4.076 1.819 -4.811 0.0 0.0 0.0
H 5.210 -0.368 -4.508 0.0 0.0 0.0
H 4.133 -2.143 -3.195 0.0 0.0 0.0
H 2.229 -2.990 -2.021 -0.1 0.1 0.0
H 0.705 -2.172 -2.514 0.2 -0.1 0.1
C 4.304 -0.309 0.647 -0.1 0.0 0.1
C 4.760 -1.775 0.581 -0.2 -0.1 0.0
C 3.498 -2.555 1.014 0.1 -0.4 -0.2
O 2.437 -1.614 1.024 0.1 0.2 0.1
C 3.019 -0.410 1.471 0.1 0.4 0.0
H 4.060 0.037 -0.357 0.0 0.1 0.0
H 5.035 0.362 1.098 0.1 0.0 0.0
H 5.605 -1.976 1.243 0.0 0.0 0.0
H 5.043 -2.047 -0.434 0.1 0.0 0.0
H 3.618 -2.967 2.028 -0.1 0.0 -0.2
H 3.213 -3.360 0.333 0.1 0.1 0.2
H 3.263 -0.485 2.544 -0.1 0.0 0.0
H 2.302 0.395 1.317 0.0 -0.1 0.1
C -4.878 3.402 4.664 0.1 -0.1 0.1
C -3.909 2.398 5.312 0.0 0.1 0.2
C -2.789 3.209 5.975 -0.1 -0.1 -0.1
C -4.645 1.625 6.416 0.1 0.1 -0.1
C -3.393 1.418 4.261 -0.1 0.0 0.1
C -4.326 0.701 3.515 -0.1 0.1 0.2
C -3.964 -0.185 2.510 0.4 -0.2 -0.3
C -2.618 -0.319 2.231 0.1 0.5 0.6
O -1.996 -1.002 1.261 -0.9 -0.1 0.1
B -0.600 -0.736 1.348 0.1 0.6 0.7
O -0.435 0.113 2.490 0.1 0.4 0.5
C -1.659 0.376 2.987 -0.7 0.0 0.0
C -2.029 1.226 4.015 0.2 -0.1 -0.3
H -5.157 4.173 5.383 -0.1 0.1 0.1
H -5.786 2.915 4.322 -0.1 -0.1 -0.1
H -4.409 3.880 3.808 0.1 0.1 -0.1
H -3.220 3.909 6.695 0.0 0.0 0.0
H -2.235 3.781 5.232 0.1 0.1 0.0
H -2.097 2.560 6.510 0.1 0.0 0.0
H -5.037 2.310 7.169 -0.1 0.1 0.1
H -3.963 0.930 6.900 0.0 -0.1 0.1
H -5.473 1.056 6.004 -0.1 -0.1 0.0
H -5.381 0.835 3.710 -0.1 0.0 0.1
H -4.706 -0.729 1.947 -0.1 -0.1 -0.1
H -1.262 1.730 4.582 0.1 0.1 0.0
```
Positions in Å, forces in eV/Å.

The calculation puts the LUMO energy (spin up / spin down) at 3.7 / 3.7 eV. The calculation puts the gap between HOMO and LUMO (spin up / spin down) at 0.1374 / 0.1995 Eh. Its spin multiplicity is 3. The charge is -2. As for the expectation value of S²: 2.007. The value obtained for the energy relative to the best compared isomer or geometry (same formula, charge and spin) is 1.1839 eV.


Entry 2:
Density functional theory data (ωB97M-V/def2-TZVPD) for a structure of composition C43H42Br3F3Li2N7O8 in a non-equilibrium geometry.

```
108
Properties=species:S:1:pos:R:3:forces:R:3
Li 0.526 1.062 -9.085 1.3 -0.5 0.0
Li -0.406 4.011 -9.776 0.1 1.2 -0.2
C 2.246 3.226 -10.912 -2.5 1.2 2.3
O 1.928 4.529 -10.981 0.9 1.4 -2.3
O 1.344 2.839 -9.893 0.9 -2.2 -1.7
C 2.331 2.546 -12.320 0.6 -3.0 -0.2
F 3.396 2.970 -12.890 1.9 2.9 -1.2
F 2.672 1.243 -12.224 -1.5 -1.1 1.4
F 1.320 2.643 -13.150 -0.8 0.6 0.6
C 2.889 5.439 -11.612 -0.9 2.2 0.5
C 2.373 6.814 -11.147 0.7 -1.2 0.4
H 2.310 6.668 -10.069 0.1 0.5 0.2
H 3.195 7.499 -11.355 -0.7 0.5 -0.1
H 1.362 7.094 -11.446 0.3 0.1 -0.6
H 2.977 5.352 -12.695 -0.4 -0.5 0.1
H 3.893 5.423 -11.189 0.0 -1.0 0.2
H 3.255 3.188 -10.502 0.7 -0.9 0.5
C 3.345 11.015 -11.746 0.0 0.1 0.7
Br 1.989 11.678 -12.986 0.9 -0.9 0.5
Br 4.587 9.504 -12.342 -1.3 1.4 0.3
Br 2.536 10.649 -9.921 0.7 0.0 -1.5
H 3.988 11.872 -11.544 0.1 -0.5 -0.1
C -0.463 2.446 -16.829 0.7 1.0 -2.4
C -1.660 2.969 -17.233 -2.0 -0.1 0.1
C -2.841 2.652 -16.547 0.6 1.0 -0.7
C -2.754 1.826 -15.463 0.2 -0.8 0.6
C -1.539 1.256 -15.100 0.4 0.4 0.5
C -0.371 1.613 -15.784 -0.6 -1.3 1.8
N -3.998 1.368 -14.789 -0.1 -0.3 1.2
O -4.795 0.801 -15.475 -0.5 -0.2 -1.1
O -4.162 1.508 -13.576 1.0 0.5 -0.5
H 0.380 2.598 -17.488 0.3 0.2 0.2
H -1.831 3.516 -18.148 0.6 0.3 0.0
H -3.744 3.119 -16.912 -0.3 -0.4 0.2
H -1.454 0.573 -14.267 -0.3 -0.1 0.1
H 0.587 1.200 -15.504 0.0 -0.2 0.1
C 1.435 6.317 -16.172 1.5 -0.9 1.3
C 0.479 6.709 -17.023 -0.4 0.8 -2.3
C -0.117 7.982 -16.932 -1.0 -1.4 0.9
C 0.070 8.661 -15.745 0.7 0.3 -0.1
C 1.016 8.240 -14.806 0.2 -0.1 -0.4
C 1.715 7.070 -15.072 -0.2 1.2 1.6
N -0.612 9.972 -15.555 0.5 -1.4 0.3
O 0.051 10.890 -15.229 2.7 2.1 0.7
O -1.784 10.057 -15.661 -3.0 -1.0 -0.9
H 2.048 5.440 -16.321 -0.3 -0.3 -0.3
H 0.428 6.051 -17.878 -0.8 0.4 -0.5
H -0.881 8.314 -17.620 0.2 0.1 -0.2
H 1.334 8.791 -13.933 -0.5 0.4 0.0
H 2.473 6.817 -14.346 0.2 -0.2 -0.1
C 7.251 5.470 -9.229 0.8 -0.4 0.9
C 7.776 5.658 -7.921 -0.1 1.6 -1.5
C 7.421 6.842 -7.319 -2.6 1.7 0.8
C 6.388 7.697 -7.876 0.6 -2.8 -0.1
C 5.754 7.319 -9.048 -0.1 1.7 1.4
C 6.207 6.223 -9.738 1.1 -0.4 -0.7
N 5.781 8.784 -7.090 3.6 0.1 1.6
O 6.578 9.367 -6.344 -0.9 -0.4 -0.8
O 4.613 8.995 -7.135 -1.9 0.2 -0.6
H 7.776 4.792 -9.886 -0.3 -0.5 0.0
H 8.619 5.135 -7.495 -0.2 -0.5 -0.2
H 7.670 7.110 -6.303 0.7 0.0 0.0
H 4.984 8.034 -9.297 -0.4 -0.4 -0.8
H 5.961 6.013 -10.768 -0.4 0.1 -0.1
N 2.466 -0.161 -8.353 1.0 0.7 0.6
C 3.745 -0.167 -8.828 0.3 -1.7 0.8
C 4.828 -0.792 -8.145 -1.1 1.2 0.3
C 4.580 -1.284 -6.895 -0.2 0.6 1.3
C 3.294 -1.207 -6.329 1.6 -0.8 -0.5
C 2.313 -0.634 -7.063 -0.7 -0.6 -1.5
H 4.048 0.128 -9.821 -1.0 0.6 -0.3
H 5.857 -0.728 -8.468 -0.2 -0.1 -0.6
H 5.387 -1.558 -6.231 0.2 -0.6 -0.2
H 3.115 -1.745 -5.410 -0.2 0.4 0.2
H 1.321 -0.799 -6.669 -0.5 0.7 -0.3
N -1.600 4.495 -11.331 2.9 0.2 -1.0
C -1.180 5.060 -12.518 -0.5 -0.6 0.9
C -2.022 5.494 -13.528 -0.1 -0.4 0.5
C -3.396 5.435 -13.278 0.5 -0.9 1.8
C -3.772 4.905 -12.014 -0.9 -0.8 -1.6
C -2.870 4.353 -11.104 -1.5 1.5 -1.0
H -0.112 5.112 -12.669 0.1 0.0 0.1
H -1.560 5.742 -14.472 -0.2 0.4 -0.1
H -4.172 5.682 -13.987 0.1 0.2 -0.1
H -4.815 4.646 -11.907 -0.2 0.4 0.4
H -3.201 3.913 -10.175 -0.1 -0.2 0.0
N -0.072 5.765 -8.800 0.2 2.5 1.6
C -0.471 6.991 -9.300 0.2 -0.5 0.3
C 0.015 8.265 -8.909 0.0 -1.6 0.1
C 0.960 8.305 -7.887 -1.3 0.2 -0.9
C 1.281 7.112 -7.289 0.9 0.3 0.4
C 0.752 5.911 -7.710 0.3 -0.3 -1.3
H -1.258 6.912 -10.035 0.1 0.1 -0.3
H -0.274 9.173 -9.418 -0.3 -0.1 -0.1
H 1.353 9.259 -7.568 0.3 -0.1 0.1
H 2.083 7.180 -6.569 -0.2 -0.5 0.4
H 1.155 5.032 -7.228 -0.3 -0.4 -0.1
N 5.907 5.222 -13.790 -1.0 0.9 -0.8
C 5.009 5.280 -14.820 3.1 -1.4 -0.4
C 5.439 4.877 -16.134 -1.4 0.0 1.7
C 6.751 4.530 -16.355 1.4 0.4 0.8
C 7.714 4.748 -15.332 -1.8 -0.1 -1.0
C 7.205 5.050 -14.084 0.2 -0.7 -0.3
H 3.980 5.477 -14.557 0.0 0.0 -0.2
H 4.676 4.653 -16.865 0.0 0.3 -0.3
H 7.083 4.053 -17.266 -0.2 0.2 -0.3
H 8.773 4.599 -15.484 0.0 -0.1 0.0
H 7.949 4.940 -13.308 -0.4 0.5 0.7
```
Positions in Å, forces in eV/Å.

The calculation puts the LUMO energy (spin up / spin down) at -6.4 / -10.4 eV. The calculation puts the gap between HOMO and LUMO (spin up / spin down) at 0.2607 / 0.1141 Eh. Its spin multiplicity is 2. The charge is +2. As for the expectation value of S²: 0.756.


Result set for energy: -4011.1723; -10684.7515 Ha, one per record in the order listed.